A structure of composition C24H74CaN12O6P4, computed with ωB97M-V/def2-TZVPD.

Structure (XYZ):
```
121
Properties=species:S:1:pos:R:3:mulliken_charge:R:1
Ca 0.17 0.09 -0.33 1.707
O -1.60 0.68 0.94 -0.746
H -1.70 1.47 1.49 -0.285
O 1.81 -0.44 -1.67 -0.964
H 2.29 0.32 -2.05 -0.096
O -1.12 0.80 -2.14 0.110
P -2.18 0.50 -3.18 -1.034
N -3.44 -0.43 -2.43 0.869
C -3.63 -0.50 -0.97 -1.138
C -4.56 -0.87 -3.29 -1.153
N -1.70 -0.48 -4.45 0.523
C -0.95 -1.71 -4.18 -0.679
C -2.30 -0.45 -5.77 -1.159
N -2.93 1.88 -3.80 0.407
C -2.19 2.75 -4.68 -1.276
C -3.99 2.53 -3.12 -1.117
H -4.42 -1.19 -0.68 0.391
H -3.64 0.53 -0.61 0.251
H -2.79 -1.02 -0.51 0.031
H -4.89 0.04 -3.81 0.392
H -5.40 -1.31 -2.77 0.364
H -4.17 -1.68 -3.91 0.195
H -0.95 -1.97 -3.12 -0.199
H -1.27 -2.64 -4.65 0.429
H 0.13 -1.59 -4.28 0.212
H -2.66 -1.46 -6.00 0.369
H -3.19 0.16 -5.97 0.348
H -1.56 -0.08 -6.48 0.340
H -1.10 2.62 -4.64 0.383
H -2.41 2.53 -5.73 0.341
H -2.53 3.79 -4.66 0.469
H -4.60 1.74 -2.69 0.405
H -4.56 3.01 -3.92 0.529
H -3.65 3.23 -2.36 0.086
O 1.34 2.34 0.25 -0.472
P 1.38 3.74 -0.02 -0.178
N -0.16 4.43 -0.35 0.103
C -0.67 4.08 -1.74 -1.143
C -1.18 4.50 0.60 -0.780
N 2.47 4.28 -1.26 0.542
C 3.65 3.40 -1.43 -0.977
C 2.60 5.52 -2.03 -1.017
N 2.01 4.60 1.34 0.384
C 2.05 6.08 1.42 -1.123
C 2.42 3.92 2.54 -0.844
H -1.18 4.94 -2.19 0.350
H -1.35 3.23 -1.71 0.173
H 0.16 3.81 -2.39 0.384
H -2.11 4.08 0.22 0.249
H -1.51 5.48 0.97 0.322
H -1.04 4.01 1.56 0.125
H 4.50 3.71 -0.82 0.295
H 3.48 2.33 -1.28 0.055
H 3.96 3.30 -2.48 0.405
H 3.00 6.33 -1.42 0.294
H 3.25 5.43 -2.90 0.340
H 1.60 5.78 -2.37 0.312
H 1.23 6.43 2.07 0.390
H 2.98 6.38 1.89 0.341
H 1.94 6.62 0.48 0.305
H 1.58 3.51 3.11 0.158
H 2.90 4.63 3.21 0.390
H 3.05 3.06 2.33 0.115
O -0.34 -2.17 -0.47 -0.133
P -0.55 -3.62 -0.20 -1.503
N -1.26 -4.45 -1.47 0.286
C -2.70 -4.27 -1.80 -1.123
C -0.40 -4.98 -2.56 -0.747
N -1.55 -3.91 1.18 0.490
C -2.29 -5.12 1.43 -1.212
C -1.65 -2.76 2.23 -0.839
N 0.89 -4.45 0.22 1.148
C 2.23 -3.77 0.06 -1.044
C 0.95 -5.90 0.40 -1.348
H -3.11 -3.51 -1.14 0.249
H -3.21 -5.23 -1.70 0.338
H -2.73 -3.91 -2.83 0.487
H 0.55 -5.37 -2.20 0.180
H -0.11 -4.16 -3.22 0.156
H -0.87 -5.62 -3.30 0.464
H -2.47 -5.79 0.60 0.392
H -1.71 -5.70 2.16 0.257
H -3.19 -4.73 1.91 0.414
H -2.04 -3.17 3.16 0.525
H -0.65 -2.36 2.37 -0.127
H -2.43 -2.07 1.91 0.282
H 2.12 -2.77 0.48 0.113
H 2.99 -4.28 0.65 0.353
H 2.64 -3.79 -0.95 0.272
H 1.70 -6.27 -0.29 0.485
H 0.00 -6.41 0.27 0.290
H 1.36 -6.11 1.39 0.298
O 0.93 -0.61 1.75 2.490
P 1.60 -0.41 3.06 -1.371
N 1.10 0.95 3.85 1.036
C 1.57 1.32 5.15 -1.294
C -0.36 1.24 3.74 -0.479
N 3.29 -0.14 2.81 0.984
C 3.88 -0.29 1.47 -0.921
C 4.27 -0.21 3.94 -1.414
N 1.51 -1.71 4.22 0.364
C 2.41 -2.91 3.93 -1.064
C 0.40 -1.94 5.19 -0.926
H 2.54 1.83 5.08 0.137
H 1.59 0.43 5.79 0.401
H 0.91 1.89 5.80 0.429
H -0.85 0.26 3.71 0.242
H -0.64 1.76 2.83 -0.856
H -0.80 1.78 4.57 0.538
H 3.21 -0.30 0.61 0.006
H 4.59 0.53 1.40 0.400
H 4.23 -1.32 1.40 0.320
H 4.56 0.84 3.98 0.352
H 3.90 -0.73 4.82 0.327
H 5.13 -0.79 3.59 0.375
H 3.16 -2.66 3.18 0.268
H 2.86 -3.23 4.87 0.313
H 1.82 -3.75 3.56 0.298
H -0.26 -2.61 4.64 0.216
H -0.07 -0.99 5.43 0.312
H 0.71 -2.36 6.14 0.310
```

## Properties
ΔE to the lowest compared entry with this formula, charge and spin ... 381.0 kJ/mol
LUMO ... 0.75 eV
Energy ... -111854.29604 eV
Multiplicity ... 1
Gap between HOMO and LUMO ... 7.45 eV


A cluster of 15 separate species, C24H76FO24 in total, computed with ωB97M-V/def2-TZVPD.

Structure (XYZ):
```
125
Properties=species:S:1:pos:R:3:mulliken_charge:R:1
F 11.53 0.37 -31.11 0.359
C 11.89 5.02 -31.23 -0.092
O 10.70 5.79 -30.84 -0.620
H 12.47 5.58 -31.96 0.379
H 12.64 4.90 -30.45 0.243
H 11.71 4.00 -31.59 -0.164
H 10.24 5.26 -30.18 0.283
C 13.02 3.17 -28.04 0.466
O 14.11 3.68 -28.79 -0.689
H 12.10 3.73 -28.21 -0.026
H 12.89 2.10 -28.21 -0.450
H 13.29 3.24 -26.99 0.371
H 14.22 3.21 -29.62 0.173
C 15.20 -2.98 -34.11 -0.860
O 14.66 -2.86 -32.77 -0.250
H 15.23 -1.99 -34.54 0.291
H 16.24 -3.31 -34.15 0.286
H 14.58 -3.63 -34.73 0.282
H 13.90 -2.27 -32.80 0.417
C 15.98 4.15 -32.07 -0.762
O 14.80 3.62 -32.69 -0.425
H 16.82 3.46 -32.09 0.278
H 16.22 5.10 -32.54 0.324
H 15.83 4.38 -31.01 0.225
H 14.51 2.92 -32.11 0.353
C 12.43 -0.39 -34.42 -0.718
C 11.15 0.50 -34.47 0.222
O 11.33 1.58 -33.57 -0.422
O 12.65 -0.99 -33.14 0.316
H 13.24 0.31 -34.65 0.315
H 12.42 -1.08 -35.26 0.498
H 10.23 0.01 -34.17 -0.635
H 10.97 0.85 -35.49 0.656
H 11.51 1.34 -32.66 -0.432
H 12.24 -0.42 -32.48 -0.147
C 8.91 1.25 -28.99 -0.860
C 8.38 2.01 -30.24 -0.158
O 8.90 1.48 -31.44 -0.624
O 10.28 1.36 -28.76 -0.064
H 8.56 0.22 -28.97 0.177
H 8.44 1.70 -28.12 0.435
H 8.61 3.08 -30.21 0.130
H 7.31 1.88 -30.37 0.424
H 9.84 1.32 -31.41 -0.054
H 10.79 0.99 -29.49 -0.340
C 10.67 -2.93 -30.42 -0.375
C 10.70 -2.44 -28.95 -0.882
O 11.56 -1.31 -28.91 1.240
O 10.09 -1.89 -31.21 -0.302
H 10.03 -3.81 -30.52 0.512
H 11.68 -3.16 -30.75 0.136
H 10.90 -3.22 -28.22 0.496
H 9.70 -2.08 -28.71 0.312
H 11.54 -0.97 -29.81 -1.055
H 10.62 -1.09 -31.22 -0.211
C 6.98 0.18 -34.44 -0.207
C 6.01 -0.85 -35.05 -0.560
O 6.75 -2.04 -35.31 -0.524
O 7.44 -0.34 -33.19 -0.330
H 6.44 1.12 -34.30 0.431
H 7.86 0.42 -35.05 0.190
H 5.54 -0.42 -35.94 0.359
H 5.20 -1.10 -34.37 0.281
H 7.18 -2.25 -34.48 0.304
H 7.79 0.40 -32.70 0.200
C 11.79 0.16 -24.51 -0.549
C 12.44 -0.09 -25.87 0.751
O 12.44 -1.44 -26.31 -0.703
O 12.56 -0.49 -23.50 -0.540
H 10.74 -0.11 -24.39 0.415
H 11.85 1.22 -24.27 0.191
H 13.45 0.31 -25.86 0.250
H 11.94 0.49 -26.64 -0.529
H 12.28 -1.48 -27.26 0.294
H 12.11 -0.26 -22.68 0.286
C 15.22 0.34 -29.19 -0.374
C 15.04 0.80 -30.69 0.157
O 13.97 1.67 -30.87 0.544
O 16.48 -0.31 -29.03 -0.485
H 14.44 -0.38 -28.94 -0.063
H 14.98 1.14 -28.50 0.407
H 14.88 -0.08 -31.32 -0.095
H 15.98 1.23 -31.03 0.289
H 13.13 1.21 -30.86 -0.290
H 17.15 0.35 -28.87 0.360
C 11.71 4.86 -35.00 0.258
C 13.07 4.85 -35.74 -0.420
O 13.74 3.63 -35.44 -0.508
O 10.85 3.72 -35.32 -0.575
H 11.18 5.81 -35.11 0.401
H 11.92 4.75 -33.94 -0.397
H 13.63 5.73 -35.41 0.316
H 12.93 4.95 -36.82 0.294
H 14.14 3.63 -34.56 0.352
H 11.20 2.99 -34.80 0.302
C 9.46 -3.46 -34.29 -0.143
C 10.74 -4.31 -34.17 -0.231
O 10.35 -5.65 -34.29 -0.589
O 8.68 -3.46 -33.16 -0.677
H 8.88 -3.71 -35.18 0.556
H 9.75 -2.41 -34.41 -0.069
H 11.35 -4.15 -33.28 0.077
H 11.37 -4.15 -35.05 0.352
H 11.14 -6.19 -34.42 0.311
H 9.26 -2.98 -32.56 0.262
C 14.24 -3.74 -29.41 0.250
C 15.72 -3.55 -29.08 -0.619
O 16.37 -2.95 -30.18 -0.597
O 14.11 -4.51 -30.61 -0.623
H 13.78 -2.80 -29.71 -0.248
H 13.75 -4.13 -28.51 0.387
H 16.26 -4.50 -29.06 0.356
H 15.96 -3.13 -28.11 0.315
H 15.96 -2.10 -30.33 0.216
H 14.70 -4.08 -31.23 0.404
C 9.44 4.46 -25.86 -0.651
C 9.81 5.22 -27.13 -0.422
O 9.62 4.46 -28.30 -0.331
O 10.15 3.24 -25.64 -0.307
H 8.38 4.26 -25.99 0.308
H 9.60 5.09 -24.99 0.453
H 10.83 5.60 -27.06 0.314
H 9.19 6.11 -27.01 0.395
H 9.95 3.58 -28.09 -0.149
H 10.02 2.87 -24.77 0.235
```

## Properties
LUMO ... 1.90 eV
Energy ... -77975.65599 eV
Multiplicity ... 1
Gap between HOMO and LUMO ... 9.13 eV
Charge ... -1


A structure of composition C24H76MgN2O21Sn, computed with ωB97M-V/def2-TZVPD.

Structure (XYZ):
```
125
Properties=species:S:1:pos:R:3:mulliken_charge:R:1
Sn 2.20 -1.33 -1.90 1.178
Mg 4.96 0.68 1.29 0.817
O 3.38 0.81 0.03 -0.753
C 2.33 1.24 0.94 0.991
C 2.61 1.35 2.48 -0.088
O 3.96 1.43 2.94 -0.969
H 1.41 0.70 0.74 -0.445
H 2.07 2.22 0.56 -0.182
H 2.02 0.62 3.04 0.215
H 2.14 2.29 2.78 0.320
O 3.30 -4.15 -3.21 -0.836
C 4.61 -3.90 -3.75 -0.706
C 5.36 -2.55 -3.45 -0.607
O 5.53 -1.95 -2.17 -0.893
H 4.38 -4.03 -4.80 0.378
H 5.24 -4.78 -3.58 0.273
H 4.89 -1.81 -4.10 0.213
H 6.31 -2.76 -3.94 0.236
O 2.47 -3.35 0.72 -0.373
C 1.34 -3.52 1.57 0.615
C 0.94 -5.06 1.93 -0.607
O 2.00 -6.05 2.09 -0.965
H 0.46 -3.02 1.18 -0.624
H 1.77 -3.00 2.43 0.223
H 0.38 -5.45 1.08 0.120
H 0.24 -4.93 2.75 0.291
C -0.83 4.85 -1.73 -2.195
C -1.13 3.85 -0.70 1.932
C -0.22 4.15 0.51 -0.292
C -0.69 5.40 1.35 -1.208
C -2.15 5.20 1.70 -0.778
C -3.18 5.00 0.54 1.729
N -2.55 3.95 -0.34 1.259
O -3.41 3.42 -1.35 -0.562
C -4.41 4.34 1.17 -1.758
C -3.36 6.35 -0.16 -1.923
C -0.75 2.46 -1.28 -0.959
H -1.66 4.76 -2.44 0.464
H 0.09 4.57 -2.25 0.388
H -1.02 5.87 -1.42 0.329
H -0.11 3.27 1.14 -0.386
H 0.81 4.45 0.29 0.412
H -0.45 6.32 0.81 0.417
H -0.13 5.46 2.29 0.535
H -2.41 6.05 2.34 0.435
H -2.07 4.36 2.38 -0.158
H -4.99 3.75 0.46 0.406
H -4.24 3.73 2.06 0.120
H -5.01 5.16 1.57 0.452
H -4.20 6.84 0.34 0.507
H -2.44 6.93 -0.14 0.316
H -3.61 6.06 -1.18 0.316
H -1.08 1.65 -0.63 -0.029
H 0.31 2.33 -1.50 -0.216
H -1.31 2.28 -2.19 0.565
H -3.66 2.60 -0.92 0.319
C -1.52 0.81 1.99 -1.311
C -2.39 0.05 3.09 2.006
C -2.82 1.22 4.11 -0.745
C -4.02 0.89 5.00 -0.786
C -5.17 0.50 4.06 -1.045
C -4.87 -0.75 3.18 1.026
N -3.62 -0.46 2.42 0.187
O -3.31 -1.34 1.37 -0.326
C -4.69 -2.05 4.05 -1.485
C -6.09 -1.03 2.15 -1.748
C -1.46 -0.96 3.85 -1.438
H -2.22 1.56 1.61 0.423
H -1.12 0.22 1.17 0.047
H -0.59 1.27 2.30 0.015
H -1.98 1.33 4.80 0.458
H -2.99 2.15 3.58 -0.213
H -4.21 1.72 5.67 0.430
H -3.68 0.07 5.63 0.352
H -5.47 1.29 3.38 0.222
H -6.01 0.18 4.68 0.430
H -3.98 -1.85 4.86 0.295
H -5.65 -2.36 4.46 0.451
H -4.38 -2.92 3.47 0.390
H -6.28 -0.36 1.31 0.344
H -5.69 -1.92 1.68 0.428
H -7.00 -1.50 2.51 0.393
H -1.85 -1.26 4.82 0.308
H -0.44 -0.61 3.99 0.251
H -1.43 -1.95 3.40 0.370
H -3.28 -2.19 1.81 0.353
O 6.10 0.09 -0.27 -0.183
H 6.09 -0.59 -0.95 0.256
H 6.71 0.75 -0.60 0.299
O 2.16 1.96 -3.06 -0.537
H 1.81 2.65 -3.62 0.202
H 2.43 2.42 -2.26 0.211
O 5.19 -4.39 -0.35 -0.518
H 5.10 -3.59 -0.87 0.192
H 6.06 -4.71 -0.55 0.222
O 2.20 -1.89 -7.52 -0.673
H 1.85 -2.13 -6.66 0.362
H 2.52 -2.71 -7.89 0.287
O -0.87 -0.87 -1.13 0.167
H -1.12 -0.30 -0.40 -0.586
H -1.66 -0.94 -1.67 0.069
O 2.38 -0.09 -4.96 -0.408
H 2.79 0.02 -5.82 0.272
H 2.31 0.80 -4.62 0.163
O 1.44 -3.90 -5.52 -0.648
H 1.36 -4.82 -5.78 0.201
H 2.04 -3.91 -4.77 0.405
O 5.08 0.77 -3.06 -0.671
H 5.25 -0.12 -2.76 0.310
H 4.63 1.19 -2.32 0.302
O -1.28 -3.69 -0.80 -0.676
H -0.95 -3.09 -0.13 0.200
H -0.81 -3.44 -1.59 0.348
O 0.66 -4.13 -2.70 -0.358
H 0.40 -4.99 -2.37 0.234
H 1.57 -4.24 -2.96 0.196
O 2.94 -5.86 -0.94 -0.486
H 2.23 -6.43 -1.22 0.173
H 3.14 -5.32 -1.71 0.324
O 4.62 -1.30 1.82 -0.491
H 3.93 -1.82 1.42 0.264
H 4.77 -1.72 2.67 0.255
O -0.30 -1.35 -3.96 -0.402
H 0.11 -1.42 -4.83 0.164
H -1.16 -1.75 -4.07 0.214
```

## Properties
LUMO ... 3.14 eV
Energy ... -83364.89408 eV
Multiplicity ... 1
Gap between HOMO and LUMO ... 2.38 eV
Charge ... -2


Max |F| / eV/Å: 6.12, 2.10, 3.99
Highest occupied orbital energy / eV: -6.69, -7.23, 0.76